The following is a DFT calculation (ωB97M-V/def2-TZVPD) of a molecular structure, C9H5AsF3MoN3O9S2.

Last column: Löwdin charge in e.
Positions of all 33 atoms, in Å:
Mo (0.70575, 1.09056, -0.59007)  1.94
O (-1.16786, 1.01335, 3.51687)  -0.17
As (-1.45229, 0.50824, 1.90851)  1.12
O (-2.60978, 1.21700, 1.08098)  -0.33
O (0.21488, 1.21333, 1.07706)  -0.46
C (-0.93912, -1.33786, 1.98433)  -0.23
C (-1.12644, -1.93382, 3.22055)  -0.04
C (-0.86894, -3.29629, 3.38909)  0.01
C (-0.42151, -4.06619, 2.33308)  0.01
C (-0.21623, -3.48179, 1.08609)  0.00
C (-0.47228, -2.13174, 0.91712)  -0.28
S (-0.17229, -1.49177, -0.67065)  0.68
O (-0.20352, -2.45859, -1.68480)  -0.13
O (1.23989, -0.75076, -0.59909)  -0.40
O (-0.98389, -0.24060, -0.79743)  -0.43
H (-1.65781, 1.81848, 3.74969)  0.11
H (-1.48039, -1.35446, 4.06225)  0.12
H (-1.03338, -3.74497, 4.35941)  0.14
H (-0.23222, -5.12248, 2.46492)  0.14
H (0.12884, -4.07468, 0.24876)  0.14
N (2.30588, 1.91986, -0.67348)  -0.06
C (3.41811, 2.39528, -1.00521)  -0.08
N (4.44639, 2.85831, -1.27739)  0.27
C (5.60581, 3.31773, -1.68075)  -0.18
N (6.62327, 3.72383, -2.03262)  0.29
F (-2.90762, 1.75182, -2.37668)  0.21
C (-2.09888, 1.51019, -3.37758)  -0.66
F (-2.42645, 2.17218, -4.44753)  0.23
F (-1.98371, 0.22380, -3.60964)  0.20
S (-0.36334, 2.13568, -2.86298)  0.74
O (0.06484, 3.20484, -3.66489)  -0.14
O (0.54459, 0.94511, -2.70733)  -0.39
O (-0.48031, 2.46641, -1.34058)  -0.40

Its total charge is +2. Its energy above the lowest of the compared OMol25 structures with the same formula, charge and spin is 0.00 kcal/mol. For the maximum force, the calculation gives 0.82 eV/A. Its orbital gap is 0.2523 Eh.

The following is a DFT calculation (ωB97M-V/def2-TZVPD) of 24 unconnected molecules or ions with the total composition C9H64NO24.

Last column: Löwdin charge in e.
Positions of all 98 atoms, in Å:
C (9.20205, -16.36122, 0.76285)  -0.03
C (7.77212, -16.07298, 1.19668)  -0.47
C (7.73295, -15.03236, 2.32116)  -0.13
C (7.94294, -13.60025, 1.83421)  -0.15
C (6.95787, -13.24537, 0.74554)  -0.13
C (6.86449, -14.26028, -0.39808)  -0.45
N (6.93772, -15.64253, 0.07851)  -0.21
O (6.87703, -16.57355, -0.96038)  -0.25
C (7.99243, -13.87250, -1.40347)  -0.01
C (5.56227, -14.03341, -1.18585)  0.00
C (7.22949, -17.36192, 1.83366)  -0.05
H (9.87901, -16.63352, 1.58225)  0.08
H (9.69746, -15.49204, 0.32591)  0.06
H (9.26241, -17.19961, 0.06930)  0.07
H (8.43746, -15.37365, 3.08276)  0.13
H (6.75113, -15.03501, 2.81046)  0.06
H (8.99117, -13.53219, 1.51848)  0.11
H (7.86134, -12.88608, 2.66070)  0.10
H (7.25293, -12.28117, 0.34059)  0.09
H (5.96131, -13.14605, 1.20250)  0.10
H (7.86716, -14.39182, -2.35619)  0.05
H (9.02925, -14.05806, -1.11020)  0.07
H (7.98399, -12.80200, -1.62173)  0.07
H (5.26445, -12.99050, -1.05644)  0.10
H (4.70804, -14.58155, -0.76669)  0.07
H (5.58801, -14.43805, -2.19406)  0.07
H (7.85031, -17.78619, 2.62492)  0.10
H (7.09131, -18.08302, 1.02285)  0.06
H (6.26487, -17.17521, 2.31902)  0.06
O (4.10458, -17.35085, -1.97188)  -0.08
H (3.99149, -17.96874, -1.23998)  -0.01
H (4.90273, -16.87413, -1.68736)  -0.01
O (9.93814, -14.50340, -4.50938)  -0.07
H (9.21303, -13.87654, -4.60065)  -0.01
H (9.68479, -15.05538, -3.73995)  -0.01
O (4.96323, -18.64784, 0.35777)  -0.07
H (5.79745, -18.16090, 0.21360)  0.00
H (5.17687, -19.30214, 1.03919)  0.02
O (7.00860, -16.24756, -3.84219)  -0.07
H (6.77609, -16.34379, -2.89544)  -0.01
H (6.98722, -15.29393, -4.00707)  -0.02
O (5.72664, -18.51370, 4.56126)  -0.06
H (5.85809, -19.03766, 3.75629)  -0.01
H (5.12347, -19.03554, 5.09989)  0.03
O (5.79249, -10.30579, 0.70921)  -0.08
H (5.12154, -10.80310, 1.21765)  0.02
H (6.51535, -10.11712, 1.33842)  0.01
O (5.38132, -14.87235, 4.36196)  -0.08
H (5.31810, -15.30714, 3.49374)  -0.01
H (6.02170, -15.40225, 4.84782)  0.03
O (4.20172, -13.52533, -4.30332)  -0.08
H (3.81214, -13.33046, -5.16037)  0.02
H (5.16812, -13.43658, -4.44220)  -0.01
O (2.85376, -14.17301, 0.83953)  -0.07
H (3.56591, -14.80893, 1.06383)  0.01
H (2.38787, -14.58287, 0.10276)  0.06
O (10.09167, -10.72910, 0.71647)  -0.06
H (9.38793, -10.64495, 1.38150)  0.00
H (9.86826, -10.07834, 0.03801)  0.05
O (6.41603, -20.33384, 2.23105)  -0.04
H (6.12588, -21.24678, 2.10755)  0.07
H (7.32768, -20.40122, 2.54376)  0.07
O (11.55393, -11.74794, -1.66038)  -0.09
H (11.33903, -11.52488, -0.74650)  -0.02
H (11.58486, -12.72728, -1.67433)  -0.01
O (7.00708, -13.43580, -4.80962)  -0.07
H (7.35006, -13.67994, -5.67869)  0.08
H (7.41894, -12.56947, -4.60369)  0.03
O (8.12931, -19.03978, -1.66750)  -0.07
H (7.42851, -19.61661, -1.35234)  0.02
H (7.75213, -18.13958, -1.58053)  -0.01
O (12.57642, -15.55658, 1.81202)  -0.05
H (12.93355, -16.44899, 1.87977)  0.03
H (12.50349, -15.38964, 0.86578)  0.01
O (5.07187, -15.85768, 1.63533)  -0.11
H (4.95391, -16.70060, 1.17765)  0.04
H (5.70553, -15.37963, 1.06430)  0.00
O (11.87199, -14.58625, -1.85001)  -0.06
H (12.56532, -15.16546, -1.52383)  0.04
H (11.05193, -15.13692, -1.83727)  0.02
O (7.31564, -10.13212, -1.74207)  -0.06
H (6.96681, -10.31043, -0.85069)  0.01
H (6.52977, -9.98171, -2.28172)  0.06
O (3.90535, -11.96566, 2.18621)  -0.07
H (4.71537, -12.38876, 2.49840)  0.02
H (3.42994, -12.67870, 1.69869)  0.02
O (8.44591, -11.13936, -4.11056)  -0.06
H (8.17474, -10.96327, -3.18400)  0.01
H (9.33069, -10.76544, -4.17729)  0.06
O (9.70215, -16.37347, -2.38246)  -0.07
H (8.95955, -16.19107, -1.76862)  0.01
H (9.75135, -17.33716, -2.42211)  0.07
O (11.09393, -11.00922, 3.67972)  -0.06
H (10.46702, -11.69020, 3.41380)  0.02
H (11.57469, -10.80326, 2.86843)  0.03
O (7.97534, -10.05896, 2.63139)  -0.04
H (7.53732, -10.53543, 3.35083)  0.07
H (7.82075, -9.12341, 2.82128)  0.08

Its total charge is -1. Its energy above the lowest of the compared OMol25 structures with the same formula, charge and spin is 24.26 kcal/mol. For the maximum force, the calculation gives 3.56 eV/A. Its orbital gap is 0.2170 Eh.

The following is a DFT calculation (ωB97M-V/def2-TZVPD) of 28 unconnected molecules or ions with the total composition C9H66O31.

Last column: Löwdin charge in e.
Positions of all 106 atoms, in Å:
C (4.05880, -2.63729, 2.48782)  -0.10
C (4.03385, -1.10936, 2.29444)  -0.24
C (2.65473, -0.49099, 2.44950)  -0.16
C (1.74013, -0.93345, 1.29477)  -0.28
C (1.67625, 0.11442, 0.16337)  -0.02
C (0.34625, -1.24003, 1.72007)  -0.02
C (-0.32588, -2.34801, 1.40791)  -0.16
O (0.10155, -3.40657, 0.68686)  0.10
C (-1.70662, -2.23235, 2.00610)  -0.36
O (-2.73835, -2.76391, 1.67523)  0.14
O (-1.57523, -1.32980, 3.01895)  0.13
C (-0.59232, -0.41294, 2.53259)  -0.30
O (-0.64805, 0.76341, 2.75619)  0.19
H (5.03191, -2.93678, 2.86658)  0.04
H (3.87202, -3.16012, 1.55401)  0.07
H (3.31981, -2.95802, 3.22128)  0.07
H (4.71735, -0.68112, 3.02180)  0.07
H (4.45855, -0.88503, 1.31595)  0.11
H (2.79792, 0.58180, 2.33734)  0.11
H (2.25314, -0.69920, 3.43798)  0.12
H (2.12558, -1.84572, 0.85158)  0.13
H (2.64311, 0.60395, 0.09242)  0.09
H (1.47176, -0.39100, -0.77635)  0.09
H (0.90799, 0.85863, 0.34533)  0.05
H (-0.07861, -4.20234, 1.19605)  0.14
O (0.57139, -3.61174, -2.17849)  -0.05
H (0.36502, -3.66922, -1.23697)  0.01
H (1.30111, -4.22900, -2.30402)  0.00
O (-0.02686, 2.67268, -0.57336)  -0.06
H (0.08611, 3.58726, -0.30095)  0.03
H (-0.83027, 2.69184, -1.09789)  0.01
O (-0.48003, 3.75998, -3.13099)  -0.05
H (0.01734, 4.42419, -3.62462)  0.03
H (-0.31122, 2.93737, -3.60560)  0.06
O (-2.40362, 4.95693, -0.49014)  -0.05
H (-3.14617, 4.46047, -0.12552)  0.02
H (-2.47684, 4.82634, -1.44160)  0.03
O (-5.13265, -0.68940, 2.34653)  -0.05
H (-5.26150, -0.66830, 3.30196)  0.03
H (-4.44524, -1.35317, 2.21685)  0.00
O (-2.06337, -0.05278, -1.14616)  -0.05
H (-1.67178, -0.82627, -0.73479)  0.01
H (-2.99991, -0.11874, -0.91733)  0.02
O (-4.22160, -1.90656, -0.78468)  -0.04
H (-3.84051, -2.68699, -0.36355)  0.04
H (-5.15714, -1.94884, -0.55174)  0.06
O (-5.69024, -3.86220, -2.79388)  -0.06
H (-5.26424, -3.13370, -2.32686)  -0.01
H (-5.92168, -3.49070, -3.64926)  0.03
O (-3.07981, 3.79935, -4.52278)  -0.06
H (-2.83508, 3.95295, -5.43916)  0.03
H (-2.25095, 3.53788, -4.09176)  0.00
O (-5.72629, -2.58240, 4.96033)  -0.05
H (-5.55531, -2.94407, 5.83497)  0.04
H (-4.93008, -2.79102, 4.46106)  0.03
O (-2.09366, -4.61997, -3.32047)  -0.07
H (-1.36621, -4.04118, -3.05869)  -0.01
H (-2.11222, -4.57195, -4.27924)  0.03
O (1.26676, 5.37030, -5.20851)  -0.05
H (1.97875, 5.95806, -4.95618)  0.03
H (1.28243, 5.39474, -6.16660)  0.04
O (1.93769, -5.55469, -3.83498)  -0.04
H (1.98041, -4.83649, -4.47557)  0.05
H (1.24505, -6.13047, -4.17425)  0.06
O (2.94309, 2.72204, -4.48677)  -0.06
H (3.56291, 2.71013, -5.22064)  0.03
H (2.69802, 3.65110, -4.40197)  0.00
O (-3.67369, 6.82099, 1.37145)  -0.06
H (-3.57339, 6.43299, 2.24985)  0.00
H (-2.82439, 6.66536, 0.94275)  0.02
O (-5.50608, 1.42835, -4.08781)  -0.07
H (-4.83732, 1.25296, -3.41973)  0.02
H (-5.21438, 2.25624, -4.48570)  0.01
O (3.43819, 6.00062, -6.69407)  -0.06
H (3.56016, 5.88890, -7.64919)  0.03
H (3.52037, 6.95206, -6.56695)  0.06
O (5.57028, 0.32994, 4.76437)  -0.05
H (5.10722, 0.90584, 5.38089)  0.04
H (5.90004, -0.39049, 5.31050)  0.04
O (6.08208, -4.60631, 3.72475)  -0.06
H (6.16614, -5.00327, 4.60029)  0.02
H (6.94848, -4.73880, 3.32858)  0.05
O (6.55866, -7.03925, 5.67328)  -0.06
H (6.91578, -7.80627, 6.12804)  0.04
H (5.60209, -7.14927, 5.73853)  0.00
O (1.01700, 2.28300, 4.96772)  -0.06
H (1.11297, 2.96733, 4.29918)  0.03
H (0.28973, 1.74316, 4.64113)  0.00
O (-3.40225, 5.78622, 4.24903)  -0.04
H (-3.80625, 6.37612, 4.89209)  0.05
H (-3.06776, 5.05005, 4.76913)  0.05
O (5.33859, 5.55589, -8.50006)  -0.06
H (5.47323, 5.15187, -7.63571)  0.04
H (6.17621, 5.43516, -8.95692)  0.05
O (-7.99653, 0.63323, 2.20681)  -0.06
H (-8.13083, 0.65610, 3.15777)  0.03
H (-7.30273, -0.02631, 2.08143)  0.00
O (4.02582, -3.25173, -2.26689)  -0.05
H (4.06994, -2.52983, -2.90081)  0.04
H (3.33730, -3.82701, -2.61252)  -0.01
O (3.40502, -7.21118, 5.67666)  -0.05
H (2.65722, -7.71685, 6.00756)  0.04
H (3.36801, -7.32229, 4.72051)  0.05
O (-5.37522, 4.58533, -0.30669)  -0.06
H (-5.23752, 5.50253, -0.03046)  0.02
H (-6.17936, 4.60671, -0.83226)  0.04

For the maximum force, the calculation gives 1.78 eV/A. Its orbital gap is 0.3492 Eh.

The following is a DFT calculation (ωB97M-V/def2-TZVPD) of a molecular structure, C9H68AlNO26P.

Last column: Löwdin charge in e.
Positions of all 106 atoms, in Å:
C (2.78072, -0.61847, 0.67509)  -0.39
P (3.12052, -0.41368, -1.18145)  0.70
O (1.92027, -1.39822, -2.01740)  -0.50
Al (2.74988, 1.76008, -1.93986)  0.08
C (1.87781, 3.01712, -0.58194)  -0.33
C (0.54588, 2.45248, 0.11298)  -0.28
C (-0.76948, 2.54636, -0.83435)  -0.17
C (-1.00315, 1.21060, -1.70087)  -0.16
N (-1.68814, 0.11175, -0.95977)  -0.14
C (-2.32148, 0.07679, 0.34363)  -0.04
C (-2.76658, -1.39902, 0.47147)  -0.09
C (-2.40591, -2.18685, -0.82824)  -0.07
C (-1.70118, -1.13698, -1.71206)  -0.07
H (1.67353, -0.51457, 0.97387)  0.03
H (3.05244, -1.70996, 0.93696)  0.00
H (3.47209, 0.01870, 1.34834)  0.05
H (2.31133, -1.51840, -2.91591)  0.03
H (1.92733, 1.82187, -3.31396)  -0.09
H (4.20524, 2.37977, -2.26245)  -0.11
H (1.68680, 4.02244, -1.12440)  0.04
H (2.63705, 3.24699, 0.25741)  0.04
H (0.31227, 3.16511, 1.00994)  0.08
H (0.65251, 1.41042, 0.56240)  0.08
H (-0.70971, 3.46826, -1.51324)  0.11
H (-1.65925, 2.68389, -0.10904)  0.07
H (0.05428, 0.82350, -1.96586)  0.08
H (-1.49981, 1.44650, -2.71160)  0.13
H (-2.42503, 0.96010, 1.04488)  0.09
H (-3.30259, -1.84789, 1.37587)  0.07
H (-2.60930, -3.29837, -1.08414)  0.06
H (-1.28729, -1.31792, -2.75871)  0.10
O (-2.79254, -0.99032, -5.19621)  -0.07
H (-2.05402, -1.60539, -5.08433)  -0.02
H (-3.20241, -0.95818, -4.32282)  0.03
O (-0.33889, 5.32375, 1.97992)  -0.04
H (-0.90305, 6.03797, 1.65861)  0.03
H (-0.80849, 4.98603, 2.75339)  0.06
O (-3.37411, 3.27755, 1.63302)  -0.07
H (-3.46408, 2.99866, 0.71288)  0.02
H (-3.92888, 2.65368, 2.12206)  0.01
O (5.70946, -3.02905, 0.16810)  -0.08
H (4.90408, -2.99619, -0.36685)  0.01
H (5.45518, -3.54998, 0.94000)  -0.02
O (1.42590, -2.91222, 0.19953)  -0.11
H (0.62381, -3.44848, 0.26542)  0.01
H (1.41519, -2.58028, -0.71224)  -0.01
O (4.55892, -4.84491, 2.48516)  -0.07
H (4.30756, -4.03107, 2.94008)  0.06
H (4.50487, -5.52289, 3.17224)  0.03
O (0.38232, -1.20454, -5.98490)  -0.05
H (-0.36751, -0.90634, -6.51655)  0.03
H (1.10747, -1.26856, -6.61813)  0.03
O (6.35035, -4.55442, 4.43244)  -0.07
H (6.55163, -4.41851, 3.49756)  0.03
H (6.79135, -3.81983, 4.87673)  0.04
O (4.99026, -7.99062, 2.75834)  -0.06
H (4.52227, -8.70162, 2.30293)  0.04
H (5.62986, -7.67797, 2.10692)  0.04
O (-1.82332, -3.38628, -3.86621)  -0.06
H (-1.08514, -3.99987, -3.75502)  0.08
H (-2.23476, -3.35437, -2.99071)  0.01
O (3.62685, -7.54666, 0.05344)  -0.06
H (3.82762, -7.40746, -0.88004)  0.04
H (4.06885, -6.81133, 0.49982)  0.02
O (2.95914, 4.51984, -3.70633)  -0.12
H (2.21052, 4.82578, -4.23095)  0.02
H (3.68143, 4.46155, -4.34158)  0.03
O (-0.78479, 6.90349, -1.02746)  -0.06
H (-0.52466, 6.28794, -0.32985)  0.01
H (-0.58143, 6.42935, -1.84283)  0.04
O (1.29063, 6.51350, 4.42582)  -0.07
H (1.20885, 6.07440, 3.56643)  0.02
H (1.89728, 7.24392, 4.25748)  0.05
O (-4.00118, -4.77281, -2.04151)  -0.07
H (-4.80168, -4.75708, -2.57725)  0.04
H (-4.25343, -5.28532, -1.26098)  0.02
O (3.52346, 5.76301, 3.10642)  -0.07
H (4.04101, 5.11630, 2.61001)  0.05
H (3.01296, 5.22733, 3.72655)  0.03
O (-5.93360, 2.09848, 3.27808)  -0.05
H (-6.49900, 2.80670, 2.94590)  0.04
H (-6.40217, 1.77024, 4.05469)  0.04
O (-0.92345, -5.48999, 0.74058)  -0.06
H (-0.18845, -6.10827, 0.84112)  0.04
H (-1.33092, -5.46738, 1.61483)  0.04
O (-5.96411, -6.40453, -0.90707)  -0.05
H (-6.76584, -6.38911, -1.44340)  0.05
H (-6.21555, -6.91638, -0.12688)  0.03
O (-0.84766, 6.91469, 6.52309)  -0.06
H (-1.59625, 7.22036, 5.99564)  0.04
H (-0.12049, 6.86059, 5.88513)  0.00
O (-2.65936, 8.56256, 8.44380)  -0.07
H (-2.14220, 7.91392, 7.94651)  -0.01
H (-3.16966, 8.02851, 9.06373)  0.03
O (-7.85437, -8.55447, 0.22601)  -0.06
H (-7.33458, -9.20875, -0.25799)  0.05
H (-8.36415, -9.07968, 0.85474)  0.04
O (-0.29738, 8.43474, 2.85534)  -0.06
H (-0.09307, 8.57433, 1.92141)  0.04
H (0.13666, 9.17171, 3.30157)  0.04
O (2.31026, 3.12584, -5.97136)  -0.09
H (2.82382, 2.47499, -6.46353)  0.03
H (1.80034, 2.59530, -5.34046)  0.00
O (-1.61954, -4.48138, -6.47423)  -0.07
H (-0.98488, -3.96503, -6.98504)  0.02
H (-1.74307, -3.96488, -5.66309)  -0.02

Its total charge is -1. For the maximum force, the calculation gives 5.51 eV/A. Its orbital gap is 0.1798 Eh.

Question: Which of these has the lowest maximum force?
Answer: C9H5AsF3MoN3O9S2

Question: Look up the orbital gap of the fourth one.
Answer: 0.1798 Eh

Question: Among the records above, which one has the highest orbital gap?
Answer: C9H66O31